Record 1
A molecular structure, C56H46OPPtS3Sb. Source: the Open Molecules 2025 dataset; level of theory: wB97M-V/def2-TZVPD.

Properties
Max |F| ... 1.0 eV/Å
Gap between HOMO and LUMO ... 7.42 eV
Charge ... 0
HOMO ... -0.271 hartree
ΔE to the lowest compared entry with this formula, charge and spin ... 0.0 kJ/mol
Electronic energy ... -112445.1995 eV
Molar mass ... 1178.996 g/mol

Last column: Löwdin charge in e.
Geometry (Å):
Pt 0.79380 0.59370 -0.08961  0.801
C -2.96344 3.30759 4.01884  -0.083
C -2.97707 3.42861 2.63241  -0.076
C -1.89049 3.00382 1.89272  -0.087
C -0.77011 2.47116 2.53485  -0.334
C -0.76603 2.33616 3.91707  -0.076
C -1.86873 2.74938 4.65799  -0.077
P 0.66748 2.10932 1.50032  0.894
C 1.96165 1.55049 2.63132  -0.345
C 1.88261 0.25163 3.13457  -0.103
C 2.93414 -0.28226 3.85834  -0.065
C 4.07869 0.47540 4.07974  -0.074
C 4.16139 1.76688 3.58272  -0.071
C 3.10771 2.30420 2.85430  -0.065
C 1.14653 3.66914 0.79064  -0.318
C 1.20734 4.89086 1.40148  -0.069
C 1.63619 6.00797 0.65547  -0.070
C 1.96372 5.87007 -0.66651  -0.022
C 1.88079 4.61809 -1.32253  -0.163
C 2.14327 4.45189 -2.70659  -0.040
C 1.97884 3.22502 -3.27513  -0.058
C 1.58468 2.09880 -2.50497  -0.119
C 1.34811 2.20212 -1.16239  -0.299
C 1.47797 3.49484 -0.56734  -0.204
H -3.81574 3.64069 4.59727  0.106
H -3.83966 3.84566 2.13119  0.108
H -1.90041 3.08429 0.81080  0.116
H 0.10054 1.92765 4.42100  0.102
H -1.86219 2.64574 5.73542  0.105
H 1.00689 -0.35654 2.93830  0.080
H 2.86963 -1.29476 4.23329  0.107
H 4.90943 0.05134 4.62799  0.104
H 5.05587 2.35374 3.74396  0.106
H 3.18883 3.30342 2.44572  0.101
H 0.92289 5.00538 2.44161  0.116
H 1.69305 6.97901 1.12894  0.103
H 2.27641 6.73625 -1.23782  0.114
H 2.45416 5.30321 -3.29950  0.109
H 2.16013 3.08795 -4.33433  0.105
H 1.50225 1.14438 -3.00971  0.048
O 1.77312 -1.12470 -0.64470  -0.397
C 2.83161 -1.44515 -1.46739  -0.629
C 3.04084 -2.95987 -1.42969  -0.524
C 2.83195 -3.76942 -0.35642  -0.140
C 3.21344 -5.11831 -0.59631  -0.185
C 3.69695 -5.30316 -1.85543  -0.417
S 3.68339 -3.84798 -2.75540  1.046
C 2.56065 -1.02064 -2.89745  -0.511
C 3.36677 -0.43544 -3.82296  -0.122
C 2.71185 -0.23548 -5.07462  -0.177
C 1.42656 -0.68247 -5.06618  -0.394
S 1.00326 -1.35619 -3.54931  1.056
C 4.09838 -0.75869 -0.96172  -0.447
C 4.29506 0.58548 -0.83435  -0.124
C 5.55533 0.90897 -0.26211  -0.181
C 6.29190 -0.19904 0.03050  -0.421
S 5.45836 -1.63346 -0.38266  1.065
H 2.42199 -3.39137 0.56854  0.120
H 3.12520 -5.91342 0.12994  0.100
H 4.04662 -6.21822 -2.30462  0.060
H 4.38430 -0.14254 -3.61055  0.123
H 3.17747 0.22697 -5.93286  0.101
H 0.70471 -0.64662 -5.86547  0.065
H 3.55807 1.31651 -1.14300  0.086
H 5.89437 1.91838 -0.07750  0.098
H 7.27585 -0.24602 0.46755  0.057
C -3.87598 -3.63183 1.20642  -0.062
C -2.70289 -4.02918 0.34919  -0.308
C -2.53589 -5.39218 0.10231  -0.059
C -1.50920 -5.87686 -0.69010  -0.077
C -0.60216 -4.99258 -1.25182  -0.075
C -0.74161 -3.63681 -1.00565  -0.142
C -1.78872 -3.13892 -0.22556  -0.306
Sb -1.66404 -0.99535 -0.17194  1.569
C -2.60504 -0.46512 -2.00813  -0.326
C -1.95092 0.53636 -2.72285  -0.156
C -2.44440 0.98537 -3.93981  -0.084
C -3.60639 0.42711 -4.44694  -0.080
C -4.26337 -0.56910 -3.73916  -0.052
C -3.78063 -1.03507 -2.51948  -0.294
C -4.49764 -2.15848 -1.81838  -0.045
C -3.18349 -0.29406 1.17138  -0.344
C -4.28654 0.39786 0.67639  -0.123
C -5.29091 0.84215 1.53075  -0.086
C -5.18696 0.59968 2.88992  -0.088
C -4.06993 -0.05009 3.39348  -0.055
C -3.05565 -0.49433 2.55385  -0.328
C -1.86961 -1.22105 3.12341  -0.061
H -4.79808 -4.06356 0.81240  0.089
H -4.01071 -2.55664 1.26766  0.039
H -3.75134 -4.01423 2.22195  0.088
H -3.24664 -6.08528 0.53995  0.112
H -1.41735 -6.94132 -0.86501  0.103
H 0.21552 -5.34758 -1.86299  0.105
H -0.00562 -2.95481 -1.42275  0.042
H -1.05267 0.99101 -2.31716  0.051
H -1.92411 1.76770 -4.47746  0.105
H -4.00797 0.76719 -5.39308  0.102
H -5.17361 -1.00020 -4.14033  0.109
H -5.51169 -2.27034 -2.20223  0.084
H -4.55898 -1.98449 -0.74480  0.047
H -3.97055 -3.10314 -1.96694  0.090
H -4.37813 0.57795 -0.38709  0.093
H -6.15100 1.36353 1.12997  0.103
H -5.96631 0.93171 3.56476  0.104
H -3.97771 -0.21020 4.46160  0.113
H -1.79198 -1.06858 4.19960  0.085
H -0.94194 -0.87053 2.66275  0.023
H -1.93632 -2.29611 2.93418  0.079


Record 2
A molecular structure, C47H54N7O2S2Zr. Source: the Open Molecules 2025 dataset; level of theory: wB97M-V/def2-TZVPD.

Properties
Max |F| ... 0.7 eV/Å
Gap between HOMO and LUMO ... 5.80 eV
Charge ... +1
HOMO ... -0.340 hartree
ΔE to the lowest compared entry with this formula, charge and spin ... 0.0 kJ/mol
Electronic energy ... -87094.6321 eV
Molar mass ... 904.354 g/mol

Last column: Löwdin charge in e.
Geometry (Å):
Zr -0.55151 -0.65010 0.14918  1.820
C 0.50601 -2.58799 5.71617  -0.076
C 1.20062 -1.24722 5.48534  -0.182
C 0.61077 -0.50899 4.32731  -0.126
C -0.26073 0.53979 4.34776  -0.126
C -0.78177 1.27774 5.53822  -0.187
C 0.04951 2.52000 5.85559  -0.076
C -0.56457 0.84991 2.97642  -0.258
N 0.12664 0.00661 2.13093  -0.062
C 0.85542 -0.81579 2.94516  -0.245
C 1.76600 -1.76130 2.49319  0.066
C 2.13190 -1.97133 1.18415  -0.220
C 3.24780 -2.78816 0.77080  -0.125
C 4.04445 -3.66443 1.68203  -0.177
C 3.29415 -4.96334 1.97927  -0.073
C 3.34732 -2.66415 -0.57670  -0.132
C 2.26309 -1.80291 -0.99195  -0.224
C 1.95549 -1.50525 -2.30234  0.065
C 0.91504 -0.69522 -2.71898  -0.206
N 0.02077 -0.07922 -1.87520  -0.029
C -0.75428 0.73168 -2.69092  -0.226
C -1.64674 1.68248 -2.24998  0.055
C -1.88407 2.05027 -0.93222  -0.244
N -1.32083 1.43696 0.15752  -0.023
C -1.77882 2.13032 1.25271  -0.226
C -1.43502 1.83482 2.56320  0.066
C -2.64527 3.19740 0.84382  -0.128
C -2.71919 3.14248 -0.52000  -0.128
C -3.45309 4.06070 -1.44384  -0.187
C -2.55213 5.15834 -2.00839  -0.074
C -3.35257 4.14119 1.76212  -0.185
C -4.65079 3.54395 2.30384  -0.079
C -0.37881 0.55307 -4.07141  -0.118
C 0.66080 -0.32822 -4.08638  -0.119
C 1.48052 -0.77850 -5.25335  -0.179
C 2.77818 0.01842 -5.39385  -0.070
C -0.99120 1.28167 -5.22495  -0.183
C -0.39365 2.67051 -5.44456  -0.069
N 1.53844 -1.37393 0.08885  -0.020
C 4.33619 -3.28904 -1.50254  -0.181
C 5.41355 -2.30772 -1.96254  -0.074
H 0.93602 -3.10840 6.57169  0.077
H 0.59681 -3.23786 4.84374  0.065
H -0.55933 -2.44487 5.90209  0.079
H 2.27052 -1.40105 5.31971  0.116
H 1.12790 -0.62975 6.38194  0.110
H -0.79239 0.60537 6.39802  0.112
H -1.82551 1.55631 5.37288  0.111
H 1.08227 2.24848 6.07719  0.079
H -0.35304 3.05247 6.71671  0.076
H 0.06861 3.20698 5.00832  0.074
H 2.29882 -2.32790 3.24434  0.114
H 4.27286 -3.13827 2.61184  0.113
H 5.00859 -3.88320 1.22097  0.111
H 2.34085 -4.76043 2.47197  0.069
H 3.87789 -5.61599 2.62850  0.077
H 3.07155 -5.49664 1.05535  0.076
H 2.59477 -1.92429 -3.06687  0.115
H -2.15867 2.25332 -3.01413  0.114
H -1.88418 2.44538 3.33526  0.116
H -4.29548 4.50856 -0.91256  0.110
H -3.89703 3.48283 -2.25915  0.112
H -2.13820 5.77023 -1.20619  0.081
H -3.10171 5.81126 -2.68562  0.077
H -1.71016 4.73109 -2.55534  0.064
H -3.56628 5.06906 1.22800  0.112
H -2.69593 4.42347 2.58824  0.113
H -5.33257 3.30026 1.48767  0.076
H -5.15898 4.24005 2.97056  0.076
H -4.45973 2.62412 2.85935  0.071
H 0.88821 -0.68282 -6.16550  0.109
H 1.70656 -1.84353 -5.15635  0.114
H 2.57040 1.07990 -5.53015  0.069
H 3.35687 -0.32691 -6.25008  0.079
H 3.40090 -0.07924 -4.50333  0.067
H -2.07102 1.36208 -5.07091  0.111
H -0.86572 0.68274 -6.12935  0.110
H -0.50566 3.29786 -4.55896  0.065
H -0.88323 3.17155 -6.27916  0.079
H 0.67191 2.60814 -5.66550  0.069
H 3.80954 -3.70262 -2.36686  0.118
H 4.79788 -4.14554 -1.00836  0.112
H 4.97359 -1.44857 -2.47164  0.064
H 6.11139 -2.78552 -2.64929  0.077
H 5.98022 -1.92438 -1.11355  0.081
C -4.96992 -2.42652 -3.07376  0.009
N -4.29665 -1.62148 -2.06830  -0.103
C -4.87451 -0.71605 -1.20930  -0.027
C -3.88327 -0.28222 -0.38843  -0.126
N -2.70428 -0.88936 -0.74983  -0.081
C -2.99634 -1.69794 -1.75458  -0.133
H -5.80400 -1.86168 -3.48278  0.097
H -5.33208 -3.35462 -2.63541  0.101
H -4.26851 -2.64871 -3.87402  0.099
H -5.92335 -0.48389 -1.25105  0.127
H -3.92803 0.43028 0.41894  0.110
H -2.30690 -2.35992 -2.25631  0.124
O -1.28182 -4.34403 -1.69879  -0.286
S -0.52794 -4.29629 -0.47620  0.663
O 0.89504 -4.42663 -0.56175  -0.249
N -0.93520 -2.91062 0.34557  -0.263
C -1.64848 -3.15329 1.45025  -0.808
S -2.32519 -1.93428 2.34182  0.779
C -1.74574 -4.60261 1.76240  -0.221
C -2.30403 -5.21498 2.87304  -0.010
C -2.27558 -6.60109 2.93150  -0.045
C -1.71030 -7.35752 1.90563  -0.046
C -1.14957 -6.74677 0.79047  -0.017
C -1.18670 -5.36631 0.75663  -0.217
H -2.74150 -4.61964 3.66255  0.111
H -2.69985 -7.10646 3.78837  0.113
H -1.70735 -8.43629 1.98335  0.114
H -0.70163 -7.32172 -0.00792  0.128


Record 3
A single C6H6S2 molecule. Source: the Open Molecules 2025 dataset; level of theory: wB97M-V/def2-TZVPD.

Properties
Max |F| ... 2.6 eV/Å
Gap between HOMO and LUMO ... 7.19 eV
Charge ... 0
HOMO ... -0.323 hartree
ΔE to the lowest compared entry with this formula, charge and spin ... 0.0 kJ/mol
Electronic energy ... -27988.4265 eV
Molar mass ... 142.248 g/mol
Structure (SMILES) ... CC1C(=S)C=CC1=S

Last column: Löwdin charge in e.
Geometry (Å):
C 1.78212 -0.58322 -0.05854  -0.090
C 0.34236 -0.39913 0.32910  -0.424
C -0.09946 0.96185 0.84534  -0.761
S 0.71920 2.02231 1.72583  0.776
C -1.43362 1.19856 0.27153  -0.081
C -1.69638 0.31125 -0.65883  -0.115
C -0.67063 -0.66230 -0.78645  -0.737
S -0.70141 -2.07424 -1.59675  0.769
H 1.86515 -1.59274 -0.51104  0.065
H 2.04918 0.22246 -0.78042  0.103
H 2.46015 -0.57849 0.79074  0.074
H 0.09922 -1.10913 1.14259  0.165
H -2.12566 2.04551 0.53552  0.140
H -2.59021 0.23730 -1.24863  0.116